Model a:
# H12O6

6 unconnected molecules or ions with the total composition H12O6 (wB97M-V/def2-TZVPD, the Open Molecules 2025 dataset).

Bonds (Å) are listed after each position.
Positions of all 18 atoms, in Å:
1 O -1.9037 1.2024 0.5394  H2 0.978, H3 0.965
2 H -1.7803 0.2876 0.8610  O1 0.978
3 H -1.8213 1.2136 -0.4218  O1 0.965
4 O 1.2260 1.0504 -0.0058  H5 0.985, H6 0.877
5 H 1.8707 1.2604 0.7081  O4 0.985
6 H 0.4554 0.7647 0.3004  O4 0.877
7 O 0.3202 2.1940 2.3187  H8 0.909, H9 0.938
8 H -0.4948 2.1805 1.9170  O7 0.909
9 H 0.8419 2.8750 1.9387  O7 0.938
10 O 1.6483 -0.9964 -2.0893  H11 0.983, H12 0.998
11 H 1.3254 -0.0836 -1.9212  O10 0.983
12 H 2.6413 -1.0644 -2.0225  O10 0.998
13 O -0.8876 -2.0115 -1.5873  H14 0.912, H15 0.964
14 H -1.4035 -2.6487 -1.9866  O13 0.912
15 H 0.0314 -1.7571 -1.7295  O13 0.964
16 O -0.4952 -1.3974 1.0183  H17 1.022, H18 0.989
17 H -1.2045 -1.6940 0.3456  O16 1.022
18 H 0.2752 -1.6654 0.4591  O16 0.989

Values from the calculation:
HOMO in eV: -10.91
E_LUMO in eV: 0.42
SMILES: O.O.O.O.O.O
Total charge: 0

***

Model b:
# H12O6

6 unconnected molecules or ions with the total composition H12O6 (wB97M-V/def2-TZVPD, the Open Molecules 2025 dataset).

Bonds (Å) are listed after each position.
Positions of all 18 atoms, in Å:
1 H 1.3384 -0.1339 -1.7710  O13 0.980
2 H 0.2209 -0.1882 -0.7498  O13 1.017
3 H 1.3742 -1.9055 -1.2732  O14 0.918
4 H 0.5173 -2.6563 -2.2783  O14 0.959
5 H -2.1270 -0.0303 1.0254  O15 0.962
6 H -2.6449 1.3241 0.4997  O15 0.907
7 H 1.4596 -1.6223 2.5460  O16 0.957
8 H 1.3290 -2.3750 1.0853  O16 1.021
9 H -3.9394 1.2022 -0.5304  O17 0.920
10 H -5.2827 0.6715 -0.0810  O17 0.971
11 H 3.8704 3.2691 0.9443  O18 0.976
12 H 2.9642 2.2512 0.2206  O18 0.964
13 O 1.2307 -0.0819 -0.7988  H1 0.980, H2 1.017
14 O 0.5966 -1.8548 -1.7580  H3 0.918, H4 0.959
15 O -1.9033 0.8184 0.6325  H5 0.962, H6 0.907
16 O 1.6985 -2.3964 2.0374  H7 0.957, H8 1.021
17 O -4.3582 0.8030 0.1846  H9 0.920, H10 0.971
18 O 3.6556 2.9050 0.0649  H11 0.976, H12 0.964

Values from the calculation:
HOMO in eV: -10.76
E_LUMO in eV: 0.36
SMILES: O.O.O.O.O.O
Total charge: 0

***

Model c:
# H12O6

6 unconnected molecules or ions with the total composition H12O6 (wB97M-V/def2-TZVPD, the Open Molecules 2025 dataset).

Bonds (Å) are listed after each position.
Positions of all 18 atoms, in Å:
1 O 0.3918 -0.4334 -0.7045  H2 0.936, H3 0.979
2 H 1.2354 -0.0927 -0.4860  O1 0.936
3 H -0.0428 -0.2975 0.1616  O1 0.979
4 O 2.3371 1.5657 1.4092  H5 0.941, H6 0.972
5 H 3.1263 1.7704 1.8799  O4 0.941
6 H 2.4024 1.7086 0.4504  O4 0.972
7 O -2.8590 -2.3391 -0.2858  H8 0.958, H9 0.932
8 H -2.4613 -1.9254 0.4817  O7 0.958
9 H -3.6968 -2.6438 -0.0153  O7 0.932
10 O 1.8852 2.0137 -1.1919  H11 0.917, H12 0.966
11 H 2.4557 2.7303 -1.2380  O10 0.917
12 H 1.0511 2.2844 -0.7860  O10 0.966
13 O -0.7183 0.3440 1.7677  H14 0.932, H15 0.971
14 H -0.2762 0.3156 2.5876  O13 0.932
15 H -1.0566 1.2454 1.6419  O13 0.971
16 O -1.2024 -2.0967 -2.3087  H17 0.985, H18 0.925
17 H -1.9176 -2.4106 -1.7078  O16 0.985
18 H -0.6538 -1.7388 -1.6559  O16 0.925

Values from the calculation:
HOMO in eV: -9.45
E_LUMO in eV: 0.18
SMILES: O.O.O.O.O.O
Total charge: 0

***

Most favorable structure: model c. The second most favorable one is 5.4 kcal/mol above it.